{
  "formula": "C42H109N7O13",
  "method": "ωB97M-V/def2-TZVPD",
  "de_lowest_ev": 1.152,
  "homo_lumo_gap_ev": 8.70,
  "homo_energy_ev": -8.3,
  "smiles": "COC[C@H](C)N.COC[C@H](C)N.COC[C@H](C)N.COCCNCCOC.COCCNCCOC.COCCNCCOC.COCCNCCOC.CC(C)O.CC(C)O",
  "largest_force_ha_per_bohr": 0.054,
  "e_tot_ha": -3026.7490,
  "charge": 0,
  "spin_multiplicity": 1,
  "symbols": ["O", "O", "O", "O", "O", "O", "O", "O", "O", "O", "O", "O", "O", "N", "N", "N", "N", "N", "N", "N", "C", "C", "C", "C", "C", "C", "C", "C", "C", "C", "C", "C", "C", "C", "C", "C", "C", "C", "C", "C", "C", "C", "C", "C", "C", "C", "C", "C", "C", "C", "C", "C", "C", "C", "C", "C", "C", "C", "C", "C", "C", "C", "H", "H", "H", "H", "H", "H", "H", "H", "H", "H", "H", "H", "H", "H", "H", "H", "H", "H", "H", "H", "H", "H", "H", "H", "H", "H", "H", "H", "H", "H", "H", "H", "H", "H", "H", "H", "H", "H", "H", "H", "H", "H", "H", "H", "H", "H", "H", "H", "H", "H", "H", "H", "H", "H", "H", "H", "H", "H", "H", "H", "H", "H", "H", "H", "H", "H", "H", "H", "H", "H", "H", "H", "H", "H", "H", "H", "H", "H", "H", "H", "H", "H", "H", "H", "H", "H", "H", "H", "H", "H", "H", "H", "H", "H", "H", "H", "H", "H", "H", "H", "H", "H", "H", "H", "H", "H", "H", "H", "H"],
  "positions_angstrom": [[-1.26064, -1.35378, 0.36546], [-3.10975, 2.56936, 2.53612], [-4.09216, 1.01381, -3.20733], [1.27560, 3.25219, -0.06290], [-3.33372, 5.85352, -5.27388], [2.18649, 2.32477, 6.28484], [-2.70386, -3.02689, 5.95353], [5.68734, -1.19653, -6.47116], [5.92075, 1.74423, 2.26228], [3.32798, -3.15841, 2.05319], [1.28301, 1.02161, -3.87544], [0.28093, -3.04372, -3.38902], [-3.47044, -4.29040, 2.00309], [-1.81158, -5.10099, 4.10410], [-0.16637, 1.70951, 1.94995], [-2.51474, 3.57876, -3.79288], [-6.70415, 1.82787, 3.03506], [4.07653, 0.99904, -3.97616], [0.86545, -3.99969, -0.42568], [2.70987, 3.01620, 2.69808], [2.35931, 3.32313, 4.07776], [6.69117, -1.07835, -7.43914], [2.65077, 2.14766, 4.97172], [-5.23139, 1.72875, 3.32475], [4.00790, 0.31985, 2.55788], [0.78644, 2.31377, 6.37667], [-0.39154, 0.30894, 1.70662], [-1.71722, -1.72212, -0.85678], [1.34960, 2.79108, -1.41284], [-2.77684, 1.30442, -2.73437], [2.14992, -3.63448, 1.52719], [-3.56112, 4.54343, -5.75314], [0.06432, -5.45165, -3.40502], [5.99460, -0.54092, 1.28821], [-2.16103, -4.68003, 1.74001], [4.47700, -0.23291, -4.68776], [-4.47702, 2.39063, 2.21030], [-3.59402, -2.97196, 2.53012], [3.27772, 1.92225, -4.80053], [-2.92628, -1.66285, 6.26121], [-0.37988, -4.15167, -4.04340], [2.14204, -1.89798, -0.30941], [2.56344, 4.14693, 1.82799], [-0.76340, -0.36340, 3.01602], [-1.30935, -3.30758, 5.76948], [-2.57533, 2.78773, -2.54183], [-0.12111, 0.77235, -3.95503], [-4.42844, -0.35265, -3.13797], [-2.82555, 6.72584, -6.26065], [5.15785, 0.66559, 1.64353], [-1.20649, -4.56960, 2.90889], [2.52989, 3.74758, 0.38398], [-1.86492, -3.96892, -3.97803], [-1.40401, 0.01636, 0.65650], [1.84421, 1.43833, -5.08061], [-2.80791, 3.66049, 3.35051], [-4.74226, 0.30487, 3.53937], [3.62283, -3.71502, 3.29708], [-1.18226, -4.76413, 5.33210], [2.11386, -3.38301, 0.04986], [-3.72688, 3.63674, -4.57290], [5.34480, 0.04017, -5.88357], [-7.13168, 1.09490, 3.60625], [1.14558, -5.47095, -3.29396], [3.26468, -0.29486, 2.04217], [-2.66513, 4.27200, -6.34475], [-1.83552, 6.35368, -6.58132], [0.36138, 2.50782, -1.76261], [-1.78793, -4.14120, 0.85526], [-0.68594, 1.70909, -4.06009], [1.94556, -4.67130, 1.81508], [-1.54529, -5.34532, 6.18614], [6.86464, -0.30154, 0.67812], [-4.94796, 3.32161, 1.86121], [-4.78267, -0.67718, -2.15292], [0.00696, -4.12408, -5.06922], [-4.54993, 4.03994, -3.95044], [-1.09658, 0.58013, -0.24415], [-0.29375, -5.10440, 2.63453], [-1.06895, 2.19641, 1.94830], [-4.00260, -1.54492, 6.41349], [6.50097, -0.34114, -8.23363], [0.03495, -0.25846, 3.75637], [5.36515, -1.24714, 0.73612], [-3.47160, 6.71542, -7.15306], [-4.66824, -2.77162, 2.63736], [-0.89209, -2.58840, 5.04959], [-0.29573, -6.34582, -3.91652], [-2.62483, 0.78578, -1.77411], [0.34425, 3.25145, 5.99414], [3.73063, 2.07894, 5.09893], [-1.61276, 2.97751, -2.06404], [-1.78699, 3.48214, 3.68550], [-2.18440, -5.71671, 1.39285], [2.00114, 2.33078, 2.43072], [-1.19717, -1.18850, -1.67818], [0.52641, -0.21013, 1.41347], [-4.43601, 4.45955, -6.41718], [-4.02235, 2.65525, -4.91594], [-1.53167, -2.74834, -1.16099], [-2.33450, -4.68408, -4.65931], [3.00545, -3.81566, -0.41318], [-0.37484, 0.07439, -4.77048], [0.54332, 2.24281, 7.43451], [-3.47458, 3.77676, 4.20523], [-5.24143, -0.54627, -3.84118], [3.39182, 4.84083, 1.97891], [3.48307, 1.24791, 2.80131], [3.75532, 2.20378, -5.73454], [-4.56247, -0.21011, 2.59491], [3.43535, 0.68582, -3.24990], [-2.43526, 0.27724, 0.93386], [-0.11239, -5.00566, 5.28518], [-2.21413, 4.51108, -3.54146], [1.64750, -1.77737, -1.27533], [-3.56323, -0.93701, -3.49359], [-2.74104, 7.73681, -5.88658], [-5.06895, 2.37273, 4.19503], [1.26533, 2.26523, -5.51489], [-4.41537, 1.75559, 1.31299], [3.16977, 2.86808, -4.24913], [2.00038, 1.90700, -1.49264], [1.85293, 0.59082, -5.78260], [-0.41855, 0.24912, -3.04289], [6.47201, 2.12788, 1.56734], [-0.39354, -5.53201, -2.41190], [3.13783, -1.45112, -0.42345], [3.37279, 3.06731, 0.15649], [4.54125, -3.26257, 3.67126], [1.79177, 3.56454, -2.05751], [-6.84564, 1.48314, 2.07700], [-2.77764, -1.46763, -0.99225], [-1.66571, 0.08428, 3.45128], [-2.81156, -4.99100, 4.10735], [6.25268, 0.52238, -5.48114], [0.28143, 1.53527, 5.78708], [-3.19033, -2.87061, 3.54887], [-2.27810, -4.13075, -2.97796], [-3.19275, -2.19777, 1.85750], [2.85433, 4.23462, 4.44118], [0.78208, -4.01192, -1.43783], [4.33653, -0.17236, 3.47313], [0.31947, 2.12506, 1.11455], [4.69705, 1.09656, 0.73627], [1.24716, -3.08576, 1.87888], [-2.03551, 0.86724, -3.43322], [1.61976, 4.70971, 2.01297], [-0.95576, -3.49920, 3.04024], [-3.40888, 3.15747, -1.91160], [3.85210, -4.79348, 3.22320], [-2.41673, -1.37789, 7.18731], [-2.66510, -1.03545, 5.39990], [1.29456, 3.64382, 4.05060], [7.65944, -0.78562, -6.99418], [-2.21400, -2.97651, -4.27491], [3.58037, -0.81899, -4.97620], [-5.50175, -0.23823, 4.10866], [1.59658, -1.27816, 0.40945], [0.10916, -3.34751, -0.20262], [6.30159, -1.04413, 2.20886], [4.99720, -0.90591, -4.00895], [-2.80674, 4.57626, 2.74801], [2.81342, -3.59799, 4.02904], [-3.82126, 0.29220, 4.12387], [6.80833, -2.07017, -7.87112], [2.83088, 4.62696, -0.22256], [-0.93058, -1.43913, 2.91171], [1.08496, -2.73703, -3.80803], [4.85821, 0.67661, -6.62703], [2.27558, 1.22284, 4.51497], [-0.82491, -3.17357, 6.75268]],
  "lowdin_charge": [-0.19, -0.23, -0.20, -0.21, -0.20, -0.17, -0.21, -0.19, -0.06, -0.17, -0.21, -0.08, -0.17, -0.05, 0.09, -0.05, 0.04, -0.04, 0.07, -0.09, -0.21, -0.13, -0.23, -0.42, -0.06, -0.12, -0.43, -0.15, -0.08, -0.23, -0.26, -0.24, -0.06, -0.05, -0.23, -0.21, -0.22, -0.09, -0.19, -0.11, -0.47, -0.04, -0.22, -0.04, -0.21, -0.17, -0.10, -0.10, -0.11, -0.48, -0.21, -0.23, -0.05, -0.18, -0.23, -0.10, -0.05, -0.11, -0.21, -0.39, -0.22, -0.24, 0.06, 0.08, 0.07, 0.12, 0.09, 0.06, 0.10, 0.08, 0.12, 0.12, 0.07, 0.13, 0.09, 0.14, 0.13, 0.12, 0.12, 0.06, 0.09, 0.09, 0.07, 0.07, 0.09, 0.09, 0.10, 0.09, 0.10, 0.08, 0.13, 0.10, 0.08, 0.13, 0.08, 0.08, 0.11, 0.13, 0.11, 0.07, 0.09, 0.14, 0.11, 0.09, 0.09, 0.09, 0.13, 0.02, 0.10, 0.07, 0.08, 0.13, 0.12, 0.11, 0.07, 0.08, 0.08, 0.13, 0.13, 0.12, 0.11, 0.09, 0.12, 0.07, 0.08, 0.08, 0.07, 0.12, 0.09, 0.10, 0.07, 0.09, 0.06, 0.11, 0.14, 0.08, 0.07, 0.08, 0.08, 0.13, 0.02, 0.09, 0.07, 0.12, 0.13, 0.07, 0.13, 0.09, 0.13, 0.09, 0.09, 0.06, 0.11, 0.09, 0.07, 0.11, 0.08, 0.05, 0.04, 0.08, 0.12, 0.10, 0.09, 0.05, 0.09, 0.13, 0.05, 0.09, 0.12, 0.11, 0.13]
}